Density functional theory data (the ωB97M-V functional and the def2-TZVPD basis) for the molecule C10H20O4Si in a non-equilibrium geometry.

Last column: Löwdin charge in e.
Cartesian coordinates (Å):
C 1.7916 -1.5800 -2.0973  -0.074
C 0.5170 -1.4594 -2.2233  -0.169
Si -0.4904 -0.3083 -0.9753  0.543
C -2.2576 -0.0147 -1.4545  -0.153
C -3.0621 -0.0045 -0.4009  -0.052
O 0.2742 1.2211 -1.0934  -0.214
C 0.9042 1.5958 0.1426  -0.246
C 0.8828 3.0473 0.4104  -0.207
O 1.3783 4.0072 -0.5058  -0.188
C 0.8706 3.9466 -1.7819  -0.152
O -0.4577 -0.9206 0.6209  -0.228
C -1.0525 -2.1122 0.8352  -0.310
C -0.9973 -2.6138 2.2719  -0.203
O 0.2838 -2.9899 2.6990  -0.193
C 1.3139 -2.0233 2.6460  -0.096
H 2.4227 -1.0269 -1.4192  0.053
H 2.3603 -2.3645 -2.5695  0.055
H -0.0378 -2.1919 -2.7658  0.046
H -2.6358 0.0075 -2.4501  0.058
H -2.5375 0.1700 0.5388  0.068
H -4.0616 0.2141 -0.6078  0.046
H 1.9648 1.2351 -0.0115  0.144
H 0.4508 1.0582 0.9709  0.104
H -0.2186 3.3929 0.4623  0.155
H 1.5585 3.2923 1.2704  0.148
H 1.4217 4.6055 -2.4672  0.086
H -0.1081 4.4576 -1.7649  0.088
H 0.7659 2.9395 -2.2878  0.099
H -0.6933 -2.9510 0.1690  0.145
H -2.1178 -2.0207 0.4783  0.109
H -1.7187 -3.4459 2.3220  0.129
H -1.3808 -1.8965 3.0620  0.142
H 2.2757 -2.5067 2.9619  0.106
H 1.0198 -1.1823 3.3445  0.105
H 1.3708 -1.5777 1.6701  0.055

## Properties
Net charge: 0
E in hartree: -983.399146
HOMO level in Eh: -0.3449
HOMO-LUMO gap in eV: 10.20

Density functional theory data (the ωB97M-V functional and the def2-TZVPD basis) for the molecule C4H6N2S in a non-equilibrium geometry.

Last column: Löwdin charge in e.
Cartesian coordinates (Å):
C -0.7382 -1.4117 0.8320  -0.136
C -0.7741 0.6708 -0.0200  -0.550
C -1.4761 1.9881 -0.5060  0.114
C 0.4813 -1.5917 -0.0568  -0.277
N -1.3578 -0.2319 0.7917  0.018
N 1.9408 0.6966 0.0547  -0.409
S 0.6893 0.1667 -0.7978  0.880
H -1.2280 -2.2299 1.3647  0.109
H -0.9497 2.7724 -1.2020  0.087
H -2.4049 2.2032 -0.1644  -0.015
H 1.4606 -1.7421 0.5391  0.105
H 0.4990 -2.3587 -0.8867  0.091
H 2.7963 0.9149 -0.5376  -0.016

## Properties
Net charge: 0
E in hartree: -663.541482
HOMO level (spin up / spin down) in Eh: -0.3051 / -0.3040
HOMO-LUMO gap (spin up / spin down) in eV: 7.55 / 7.57

Density functional theory data (the ωB97M-V functional and the def2-TZVPD basis) for a cluster of 2 separate species, C2H5P in total in a non-equilibrium geometry.

Last column: Löwdin charge in e.
Cartesian coordinates (Å):
C 1.6252 0.7353 -0.0846  -0.547
C -1.5188 -0.6187 0.0158  -0.038
P 1.5082 -0.9221 0.0392  0.683
H 2.5951 1.2488 -0.0872  -0.034
H 0.7088 1.3744 0.0969  -0.016
H -1.6144 0.4331 0.4419  0.012
H -1.9655 -0.8471 -1.0436  0.037
H -1.3386 -1.4038 0.6216  -0.096

## Properties
Net charge: 0
E in hartree: -420.368044
Multiplicity: 3
HOMO level (spin up / spin down) in Eh: -0.2722 / -0.3591
HOMO-LUMO gap (spin up / spin down) in eV: 7.65 / 8.61